Density functional theory data (ωB97M-V with the def2-TZVPD basis set) for a cluster of 2 separate species, C2Cl2NS2 in total in a non-equilibrium geometry.

Properties
**Total charge**: +1
**E**: -50265.10195 eV
**Frontier orbital gap (spin up / spin down)**: 5.62 / 4.03 eV
**ΔE to the lowest compared entry with this formula, charge and spin**: 299.6 kJ/mol
**Spin multiplicity**: 1

Last column: Mulliken charge in e.
Atoms and positions in Å:
C: -0.0336 -0.2617 0.7193  -0.07
C: -1.8729 0.1864 -2.4920  0.45
N: 0.7351 0.4322 1.2571  -0.04
S: 2.8864 0.6490 3.2342  -0.01
S: 1.5780 1.5330 2.2020  0.22
Cl: -1.8389 -0.6519 -1.0379  0.25
Cl: -1.7134 -0.3747 -4.0031  0.20

***

Density functional theory data (ωB97M-V with the def2-TZVPD basis set) for an isolated molecule of C5H5N3 in a non-equilibrium geometry.

Properties
**Total charge**: 0
**E**: -9732.77783 eV
**Frontier orbital gap**: 9.54 eV
**ΔE to the lowest compared entry with this formula, charge and spin**: 261.6 kJ/mol
**Spin multiplicity**: 1
**SMILES string**: C1=NCc2nccn21

Last column: Mulliken charge in e.
Atoms and positions in Å:
C: -1.2273 1.0390 -0.1201  -0.06
N: -2.2025 0.1444 0.1282  -0.46
C: -1.3490 -1.1003 0.1065  -0.29
C: 0.0673 -0.7620 -0.1467  0.14
N: 1.3507 -1.1471 -0.0882  -0.69
C: 2.1055 -0.0428 0.1185  -0.29
C: 1.2688 1.1055 -0.0367  -0.09
N: 0.1071 0.6117 -0.1376  0.19
H: -1.5805 2.1023 0.0095  0.31
H: -1.3848 -1.3556 1.0871  0.38
H: -1.6489 -1.5791 -0.8009  0.33
H: 3.2560 -0.1658 0.3981  0.30
H: 1.3802 2.2994 0.4613  0.23

***

Density functional theory data (ωB97M-V with the def2-TZVPD basis set) for a structure of composition C42H72F18N2O14 in a non-equilibrium geometry.

Properties
**Total charge**: 0
**E**: -125244.30246 eV
**Frontier orbital gap**: 7.36 eV
**Spin multiplicity**: 1

Last column: Mulliken charge in e.
Atoms and positions in Å:
C: -11.4611 -16.0080 -2.2724  -0.83
C: -12.7546 -15.4352 -1.7884  0.21
N: -12.9614 -15.8515 -0.4052  0.29
C: -14.3566 -15.8133 0.0107  -0.29
C: -15.3449 -16.4190 -1.0238  -1.30
C: -12.2008 -15.0622 0.5620  0.35
C: -12.1388 -15.7276 1.9257  -1.95
H: -11.4482 -17.0979 -2.2842  1.57
H: -10.6307 -15.5583 -1.7282  -0.90
H: -11.2324 -15.7654 -3.3102  -0.48
H: -12.6231 -14.3647 -1.9459  0.10
H: -13.4933 -15.7970 -2.5036  -0.73
H: -14.5589 -16.3467 0.9395  0.47
H: -14.6899 -14.8127 0.2860  0.35
H: -15.4805 -15.6931 -1.8256  0.20
H: -14.9476 -17.2981 -1.5312  0.25
H: -16.2680 -16.7394 -0.5408  0.52
H: -12.4765 -14.0092 0.6190  0.54
H: -11.1655 -15.0554 0.2212  -0.68
H: -11.3281 -15.2545 2.4799  0.55
H: -12.0246 -16.8087 1.8462  0.31
H: -13.1187 -15.5860 2.3816  0.55
C: -10.0109 -14.9440 -4.8628  0.17
C: -10.0522 -13.4488 -4.5854  0.23
N: -9.5495 -13.1064 -3.2244  1.22
C: -10.4756 -13.4004 -2.1299  1.43
C: -9.7478 -13.6638 -0.8404  -1.52
C: -8.9710 -11.7415 -3.1841  0.66
C: -9.9720 -10.5473 -3.1482  -1.22
H: -10.8241 -15.4894 -4.3841  -1.88
H: -9.1517 -15.4176 -4.3880  -1.49
H: -10.0021 -15.2441 -5.9107  0.49
H: -9.3743 -13.0570 -5.3436  -0.06
H: -11.0174 -13.0301 -4.8703  -0.14
H: -11.1694 -12.5750 -1.9703  -0.05
H: -11.1114 -14.2829 -2.2016  -1.53
H: -9.0779 -14.5211 -0.9067  0.00
H: -9.1601 -12.8287 -0.4591  0.52
H: -10.4557 -13.9892 -0.0781  0.10
H: -8.2453 -11.7964 -3.9956  -0.86
H: -8.3650 -11.7063 -2.2787  -0.02
H: -10.5729 -10.5401 -2.2388  -0.01
H: -10.6371 -10.4791 -4.0091  0.63
H: -9.3370 -9.6614 -3.1488  0.83
C: -6.2120 -14.1111 1.1035  -2.30
C: -7.3688 -13.2881 0.5243  -0.06
O: -6.8631 -12.4491 -0.4938  -0.20
C: -6.8705 -11.0863 -0.4798  0.10
O: -7.2612 -10.3975 0.4557  -0.68
C: -6.4056 -10.4825 -1.7956  1.48
F: -7.1376 -9.4043 -2.0264  -0.35
F: -5.2021 -9.9897 -1.6134  -0.37
F: -6.4511 -11.3077 -2.8218  -0.47
H: -5.4604 -13.4156 1.4768  0.62
H: -5.8053 -14.6652 0.2575  0.42
H: -6.4264 -14.8129 1.9095  0.27
H: -7.7705 -12.8083 1.4168  0.88
H: -8.1613 -13.9349 0.1478  0.78
C: -11.5676 -7.3808 -1.4887  -0.87
C: -10.5932 -7.5554 -0.2670  -0.37
O: -10.0273 -8.8204 -0.1889  -0.21
C: -10.4832 -9.7737 0.6805  -0.65
O: -11.3868 -9.5341 1.4813  -0.62
C: -9.8716 -11.1638 0.4660  1.53
F: -8.9684 -11.1816 -0.5209  0.96
F: -9.2876 -11.5463 1.6140  -0.35
F: -10.8796 -12.0411 0.2864  -0.11
H: -12.3235 -8.1661 -1.4953  0.27
H: -11.0753 -7.4970 -2.4542  0.02
H: -12.0942 -6.4265 -1.4964  0.45
H: -11.2447 -7.2248 0.5419  0.38
H: -9.7888 -6.8386 -0.4322  0.34
C: -11.3855 -14.0766 -7.2981  -0.55
C: -12.0287 -12.8811 -6.6953  -0.57
O: -12.5593 -13.2166 -5.4312  0.74
C: -13.2853 -12.2445 -4.7770  -0.04
O: -13.4818 -11.1334 -5.3260  -0.68
C: -13.6649 -12.7352 -3.3304  1.33
F: -15.0131 -12.6869 -3.1922  -0.31
F: -13.1953 -13.9267 -3.0652  -0.18
F: -13.2428 -11.8720 -2.4019  -0.31
H: -11.1219 -13.8632 -8.3340  0.58
H: -12.0951 -14.8870 -7.1307  -0.03
H: -10.4202 -14.2695 -6.8300  0.22
H: -12.8017 -12.5037 -7.3647  0.63
H: -11.2784 -12.0935 -6.6251  0.09
C: -8.9170 -17.6998 -2.3911  -0.08
C: -7.8949 -17.7951 -1.2157  -1.01
O: -8.4419 -17.2016 -0.0727  -0.52
C: -8.2527 -15.8486 0.1905  0.46
O: -7.5268 -15.1060 -0.4391  0.96
C: -9.1279 -15.3316 1.3524  1.67
F: -9.7707 -16.3127 1.9287  -0.30
F: -8.4270 -14.6469 2.2318  -0.27
F: -9.9823 -14.4351 0.7730  -0.23
H: -9.7980 -18.3266 -2.2534  0.60
H: -8.4087 -18.0105 -3.3039  0.46
H: -9.2943 -16.7116 -2.6542  -0.26
H: -6.9010 -17.3936 -1.4131  0.30
H: -7.6614 -18.8359 -0.9913  0.52
C: -7.3025 -14.5902 -2.8494  -1.14
C: -7.3698 -15.3754 -4.1865  -0.67
O: -6.0524 -15.8095 -4.3945  -0.52
C: -5.6348 -16.7344 -5.3440  0.49
O: -6.4123 -17.4027 -6.0116  -0.56
C: -4.1086 -16.7784 -5.6101  0.87
F: -3.5915 -17.8876 -5.0736  -0.28
F: -3.8008 -16.8288 -6.8832  -0.27
F: -3.5022 -15.7389 -5.1153  -0.22
H: -6.9502 -15.2950 -2.0962  0.87
H: -8.2180 -14.1364 -2.4698  -0.70
H: -6.5858 -13.7721 -2.9216  1.01
H: -7.7390 -14.8247 -5.0517  -0.16
H: -8.0830 -16.1930 -4.0821  0.61
C: -10.8292 -17.7770 -4.7674  -0.41
C: -11.8319 -17.7095 -5.9644  -0.64
O: -13.1937 -17.5680 -5.5900  -0.44
C: -13.6386 -16.2623 -5.2377  0.35
O: -12.9576 -15.2140 -5.2584  -0.63
C: -15.0808 -16.3096 -4.6261  0.70
F: -15.3220 -15.4455 -3.6300  -0.15
F: -16.0127 -15.9472 -5.5580  -0.31
F: -15.4054 -17.5375 -4.1038  -0.28
H: -11.0769 -18.4925 -3.9832  0.48
H: -10.7512 -16.8251 -4.2421  0.79
H: -9.8243 -17.9862 -5.1341  0.42
H: -11.6750 -18.6223 -6.5392  0.55
H: -11.5160 -16.9925 -6.7222  0.15
C: -7.7948 -12.7632 -6.3593  -0.22
C: -6.4106 -12.8501 -5.7434  0.81
O: -5.5587 -13.6808 -6.0762  -0.72
C: -6.1575 -11.9465 -4.5567  -1.09
H: -8.3242 -11.9306 -5.8961  -0.10
H: -8.3634 -13.6751 -6.1769  0.14
H: -7.5950 -12.5768 -7.4145  0.58
H: -5.7665 -11.0040 -4.9401  0.79
H: -5.3322 -12.3279 -3.9554  0.39
H: -7.0496 -11.6854 -3.9876  0.04
C: -7.1193 -8.0868 -5.3058  -1.95
C: -7.9701 -8.9967 -4.4617  0.56
O: -7.5195 -10.0396 -4.1089  0.28
C: -9.3845 -8.5070 -4.1295  -1.16
H: -7.5538 -7.9212 -6.2916  0.37
H: -6.1507 -8.5429 -5.5106  0.31
H: -6.9210 -7.1953 -4.7108  0.38
H: -10.0179 -8.8771 -4.9357  0.42
H: -9.5405 -7.4298 -4.0701  0.47
H: -9.8302 -9.1009 -3.3316  -0.98

***

Density functional theory data (ωB97M-V with the def2-TZVPD basis set) for a structure of composition C26H33B2F5N3O7PS2V.

Properties
**Total charge**: 0
**<S²>**: 0.835
**E**: -117894.60742 eV
**Frontier orbital gap (spin up / spin down)**: 7.93 / 8.43 eV
**ΔE to the lowest compared entry with this formula, charge and spin**: 171.7 kJ/mol
**Spin multiplicity**: 2

Last column: Mulliken charge in e.
Atoms and positions in Å:
V: 0.2500 -0.6054 0.5661  0.20
C: 0.0722 5.6427 -0.3559  -1.07
C: -1.1840 4.8195 -0.2069  -0.33
O: -0.9597 3.7588 0.7610  -0.36
P: -0.8153 2.2689 0.2177  1.04
S: -0.3762 1.1897 1.9020  -0.72
S: 0.4564 1.9009 -1.1992  -0.28
O: -2.2714 1.8580 -0.2736  -0.28
C: -3.3736 1.7468 0.6547  0.07
C: -4.6508 2.0005 -0.1063  -1.45
H: -0.0997 6.4667 -1.0498  0.39
H: 0.8812 5.0243 -0.7435  0.21
H: 0.3714 6.0576 0.6066  0.30
H: -1.4909 4.3857 -1.1608  0.36
H: -2.0143 5.4044 0.1866  0.37
H: -3.2408 2.4622 1.4695  0.44
H: -3.3437 0.7387 1.0712  0.10
H: -4.6729 3.0153 -0.5043  0.33
H: -5.5090 1.8687 0.5537  0.41
H: -4.7407 1.2992 -0.9353  0.31
C: 3.6005 1.4395 3.3984  -1.03
N: 3.0489 0.5172 2.4379  0.19
C: 3.0844 0.7758 0.9995  -0.66
C: 2.2986 -0.4182 0.4822  0.94
O: 2.8597 -1.1612 -0.5626  -0.87
N: 1.9348 -1.2177 1.5616  -0.72
C: 2.3396 -0.5893 2.6744  0.55
N: 2.0622 -1.0603 3.8911  -0.39
H: 4.6314 1.6771 3.1345  0.31
H: 3.6100 0.9972 4.3924  0.38
H: 3.0186 2.3634 3.4260  0.32
H: 4.1111 0.7475 0.6233  0.52
H: 2.6375 1.7416 0.7588  0.29
H: 1.3885 -1.8184 3.9103  0.27
H: 2.1331 -0.4632 4.6949  0.20
O: 3.3314 0.7413 -2.0167  -0.25
B: 3.2132 -0.6196 -1.7516  1.32
O: 3.5896 -1.3983 -2.8334  -0.43
C: 3.8875 -0.4914 -3.8228  0.82
C: 4.2799 -0.7338 -5.1173  -1.18
C: 4.5111 0.3842 -5.9186  -0.45
C: 4.3510 1.6746 -5.4296  -0.58
C: 3.9523 1.9087 -4.1134  -0.89
C: 3.7301 0.7989 -3.3352  0.49
H: 4.3939 -1.7422 -5.4893  0.50
H: 4.8181 0.2416 -6.9461  0.38
H: 4.5352 2.5162 -6.0837  0.38
H: 3.8153 2.9065 -3.7204  0.50
C: -5.9084 -3.2072 5.6468  -1.61
C: -5.1285 -4.4418 5.1751  2.22
C: -5.8918 -5.1184 4.0279  -1.59
C: -5.0458 -5.4273 6.3407  -2.17
C: -3.7477 -4.0116 4.6752  0.48
C: -2.5676 -4.5124 5.2222  -0.35
C: -1.3042 -4.1327 4.7622  -1.86
C: -1.2682 -3.2274 3.7331  0.99
O: -0.1819 -2.6770 3.0843  -0.53
B: -0.7054 -1.8165 2.1041  0.56
O: -2.0996 -1.8419 2.1744  0.02
C: -2.4293 -2.7183 3.1759  0.07
C: -3.6730 -3.0900 3.6214  -1.01
H: -6.8962 -3.5015 6.0082  0.45
H: -6.0498 -2.4864 4.8409  0.32
H: -5.3817 -2.7039 6.4598  0.37
H: -6.8832 -5.4287 4.3653  0.44
H: -5.3560 -6.0019 3.6767  0.37
H: -6.0211 -4.4462 3.1789  0.32
H: -6.0545 -5.6928 6.6614  0.43
H: -4.5272 -4.9957 7.1990  0.43
H: -4.5360 -6.3490 6.0549  0.43
H: -2.6146 -5.2267 6.0309  0.47
H: -0.4013 -4.5440 5.1933  0.47
H: -4.5588 -2.6784 3.1564  0.49
F: -1.3832 -0.9806 -0.5877  -0.25
C: -1.0777 -2.3914 -1.1847  -1.23
F: 0.1938 -2.5252 -0.4901  -0.26
C: -0.5992 -1.9255 -2.5691  1.30
F: -1.6052 -1.3794 -3.2520  -0.27
F: -0.1477 -2.9865 -3.2518  -0.29
F: 0.4131 -1.0166 -2.5505  -0.17

***

Density functional theory data (ωB97M-V with the def2-TZVPD basis set) for a structure of composition C17H31F3O in a non-equilibrium geometry.

Properties
**Total charge**: 0
**E**: -28318.15922 eV
**Frontier orbital gap**: 8.48 eV
**ΔE to the lowest compared entry with this formula, charge and spin**: 1433.4 kJ/mol
**Spin multiplicity**: 1

Last column: Mulliken charge in e.
Atoms and positions in Å:
C: -1.0396 -5.8337 -0.3815  -1.28
H: -0.8265 -6.6765 0.2205  0.40
C: -0.9548 -4.4192 0.2613  -0.87
C: -1.2045 -3.3582 -0.6911  -0.29
C: -1.4159 -2.1613 -0.1059  -0.45
C: -0.3106 -1.6338 0.9605  -1.62
C: 0.9181 -1.3824 0.2682  -1.24
C: 2.1087 -0.6877 0.8606  -0.65
C: 3.3230 -0.2825 0.0940  -0.18
C: 3.2449 0.9382 -0.6234  -0.87
C: 3.2091 2.4393 0.2778  -0.76
C: 2.6154 3.5865 -0.5462  -0.77
C: 1.3058 3.6558 -0.1568  -0.27
C: 0.2928 2.8355 -0.3503  0.38
C: -1.1586 3.1258 -0.1185  -1.59
C: -2.1949 1.9632 -0.1169  -0.73
C: -3.4913 2.1729 0.1882  0.27
O: -3.9842 3.3323 0.6004  -0.58
C: -4.3829 1.2154 -0.0641  1.22
F: -5.7957 1.4764 0.2853  -0.27
F: -4.4177 0.5210 -1.2963  -0.22
F: -4.2997 0.2628 1.0654  -0.27
H: -1.8325 1.2154 0.3713  0.38
H: -2.1869 1.7653 -1.1279  0.44
H: -1.1780 3.5761 0.8263  0.62
H: -1.3844 4.0424 -0.5643  0.62
H: 0.3163 2.3631 -1.4632  0.20
H: 0.5750 1.9922 0.1056  -0.31
H: 1.1719 3.9901 1.1434  0.21
H: 1.0275 4.7244 -0.4756  0.16
H: 3.3584 4.4599 -0.2480  0.24
H: 2.7409 3.3262 -1.6523  0.33
H: 4.3399 2.4464 0.5640  0.36
H: 2.6883 1.9528 1.1610  0.35
H: 3.9665 0.9773 -1.3590  0.44
H: 2.3022 1.1544 -1.1165  0.26
H: 3.6569 -1.1162 -0.6643  0.19
H: 4.2134 -0.1626 1.1443  0.17
H: 1.7448 0.1942 1.5661  0.18
H: 2.2908 -1.3482 1.8045  0.36
H: 0.8462 -0.6147 -0.5252  0.23
H: 1.2166 -2.0963 -0.1432  1.38
H: -0.1400 -2.3540 1.6867  0.53
H: -0.5904 -0.7826 1.4818  0.67
H: -1.7329 -1.1582 -0.7853  -0.06
H: -2.1738 -2.1052 0.6677  0.37
H: -2.0541 -3.6022 -1.2526  0.41
H: -0.2589 -3.4286 -1.2850  0.28
H: -1.9206 -4.4163 0.8902  0.22
H: -0.3214 -4.3472 0.9116  0.89
H: -0.2334 -5.8092 -1.2166  0.27
H: -1.9890 -5.9284 -1.0768  0.25